No. 1
84
Properties=species:S:1:pos:R:3:forces:R:3:mulliken_charge:R:1 method="wB97M-V/def2-TZVPD" smiles=CCCCCC[Si@@](CN)(CCCCCCCC[Si](C)(C)c1ccccc1)OCCCC homo_ev=-8.880 total_energy_ha=-1769.64571 max_force_ha_per_bohr=0.0182 orbital_gap_ha=0.3525 molar_mass_g_mol=463.9 lumo_energy_ev=0.71
C 0.488857 3.894807 -4.303105 -0.1 0.0 0.1 -1.29
C -0.980602 3.513373 -4.334705 0.1 -0.1 -0.2 -0.50
C -1.200413 2.014747 -4.445142 0.0 -0.1 -0.1 -0.10
C -2.594268 1.519239 -4.074157 0.0 0.0 0.0 -1.10
C -2.587792 0.100126 -3.510817 0.1 0.1 0.0 -1.06
C -2.059905 -0.004273 -2.074258 0.0 -0.3 -0.3 0.12
Si -1.466624 -1.737884 -1.696951 0.0 -0.1 -0.1 -0.55
C -2.891296 -2.958236 -1.798299 0.2 -0.2 0.2 -0.63
N -2.539924 -4.323398 -1.334492 0.0 0.2 0.0 -0.71
C -0.093379 -2.167783 -2.897933 0.1 -0.2 0.2 -0.87
C 1.228553 -2.636190 -2.284189 0.0 0.0 0.0 -0.95
C 1.951068 -1.519339 -1.554544 0.0 0.1 0.1 0.57
C 3.259848 -1.956568 -0.911223 -0.1 -0.1 -0.1 -1.13
C 3.108605 -2.661753 0.431702 -0.2 0.1 -0.1 -1.00
C 2.859521 -1.821110 1.697391 0.0 -0.1 -0.1 0.55
C 3.354171 -0.380901 1.730809 0.0 0.1 0.0 -1.08
C 2.301029 0.660762 1.308437 0.0 0.0 0.2 1.11
Si 1.843440 1.911851 2.638046 -0.1 0.0 0.1 -0.29
C 2.758647 3.521503 2.396091 0.1 -0.2 0.0 -1.26
C 2.225898 1.280590 4.362537 -0.3 0.1 -0.3 -1.28
C -0.018553 2.191679 2.563140 -0.7 0.2 0.0 0.50
C -0.709716 2.134259 1.337992 -0.4 0.2 0.6 -0.22
C -2.093002 2.323995 1.269027 0.2 0.1 0.9 -0.46
C -2.832960 2.573142 2.435895 0.9 -0.2 -0.1 -0.67
C -2.171150 2.636030 3.665521 0.4 -0.1 -0.7 -0.69
C -0.785401 2.451766 3.718471 -0.2 0.0 -0.6 -0.21
O -0.837831 -1.872922 -0.168174 -0.1 0.0 0.2 -0.12
C -1.548416 -1.307484 0.939649 0.3 -0.3 -0.1 0.69
C -1.711383 -2.300486 2.072481 0.1 0.1 -0.1 -1.16
C -0.516702 -2.388175 3.004554 -0.1 -0.2 0.1 -0.17
C -0.352626 -1.154901 3.874719 0.1 -0.1 -0.1 -0.74
H 0.613449 4.948580 -4.084347 0.1 0.3 0.0 0.40
H 1.001980 3.341133 -3.523437 0.2 -0.1 0.2 0.29
H 0.976511 3.678535 -5.247005 0.1 -0.1 -0.2 0.32
H -1.466308 3.880033 -3.439697 -0.2 0.1 0.3 0.35
H -1.451456 4.003596 -5.182187 -0.2 0.2 -0.1 0.29
H -0.458816 1.505627 -3.832006 0.2 -0.1 0.2 -0.05
H -0.999094 1.715204 -5.470419 0.2 -0.2 -0.2 0.38
H -3.224585 1.549983 -4.958328 -0.2 0.0 -0.1 0.43
H -3.050942 2.187080 -3.346122 -0.1 0.1 0.2 0.46
H -1.983734 -0.518582 -4.172949 0.1 -0.2 -0.2 0.33
H -3.595035 -0.302479 -3.542396 -0.2 -0.2 0.0 0.39
H -2.834013 0.326620 -1.390244 -0.1 0.2 0.3 0.61
H -1.187429 0.635505 -1.955640 0.2 0.3 0.1 -0.01
H -3.685292 -2.543763 -1.178031 -0.2 0.0 0.1 0.34
H -3.296057 -3.018065 -2.805442 -0.1 0.1 -0.2 0.43
H -1.564586 -4.378186 -1.070678 0.1 0.0 0.0 0.32
H -3.043149 -4.534382 -0.485838 -0.1 -0.1 0.0 0.32
H 0.122014 -1.295937 -3.512213 0.0 0.3 -0.2 0.45
H -0.463072 -2.926243 -3.584666 -0.1 -0.2 -0.1 0.56
H 1.874176 -2.998859 -3.081700 0.2 -0.1 -0.1 0.54
H 1.070276 -3.474570 -1.609749 -0.1 -0.2 0.1 0.27
H 1.279804 -1.115115 -0.802134 0.0 0.2 0.1 -0.54
H 2.152512 -0.726287 -2.271431 0.0 0.2 -0.2 0.42
H 3.948554 -1.120059 -0.845576 0.1 0.2 0.1 0.44
H 3.728232 -2.663414 -1.593795 0.2 -0.1 -0.1 0.51
H 3.983614 -3.282603 0.597635 0.2 -0.1 0.0 0.39
H 2.273092 -3.350128 0.327642 -0.1 -0.3 0.1 0.29
H 3.336442 -2.354645 2.515134 0.0 -0.2 0.2 0.69
H 1.799857 -1.821887 1.932112 0.0 0.2 -0.1 -1.25
H 4.249119 -0.281051 1.125477 0.2 0.1 -0.1 0.41
H 3.666612 -0.175580 2.748608 0.2 0.0 0.2 0.28
H 2.602521 1.191709 0.409612 0.0 0.1 -0.2 0.62
H 1.380272 0.143952 1.052932 -0.2 -0.1 -0.1 -1.13
H 3.803753 3.372123 2.658688 0.2 0.0 0.0 0.35
H 2.370132 4.295784 3.047354 -0.1 0.2 0.1 0.35
H 2.727060 3.876831 1.371861 -0.1 0.1 -0.2 0.36
H 1.622269 0.401879 4.570781 0.1 0.0 0.1 0.27
H 3.269912 1.040630 4.511328 0.3 0.0 0.1 0.47
H 1.936829 2.041719 5.080172 0.1 0.2 0.2 0.44
H -0.170365 1.930872 0.425456 0.1 0.0 -0.2 0.47
H -2.594908 2.269917 0.321146 -0.1 0.0 -0.3 0.51
H -3.899569 2.711893 2.387796 -0.2 0.0 0.0 0.44
H -2.728549 2.824344 4.567209 -0.1 0.0 0.2 0.41
H -0.292121 2.502600 4.675473 0.1 0.0 0.2 0.30
H -2.531770 -0.962587 0.628575 -0.2 0.2 -0.1 0.57
H -0.972138 -0.448146 1.268298 -0.1 0.3 0.1 -0.76
H -2.579150 -2.004969 2.658975 -0.2 0.0 0.1 0.47
H -1.924799 -3.269907 1.633748 -0.1 -0.2 -0.1 0.34
H -0.653228 -3.250100 3.652636 0.0 -0.2 0.1 0.55
H 0.392105 -2.582573 2.443950 -0.1 -0.1 -0.1 -0.02
H -0.500990 -0.234209 3.320018 0.0 0.1 -0.1 -0.13
H -1.062038 -1.169366 4.693761 -0.2 0.1 0.2 0.49
H 0.644405 -1.108925 4.301177 0.0 -0.2 0.1 0.26

=====

No. 2
117
Properties=species:S:1:pos:R:3:forces:R:3:mulliken_charge:R:1 method="wB97M-V/def2-TZVPD" homo_ev=-16.422 charge=+3 total_energy_ha=-6123.24591 max_force_ha_per_bohr=0.0442 orbital_gap_ha=0.0576 molar_mass_g_mol=1289.5 lumo_energy_ev=-14.85
Rb -4.010730 3.585600 -1.269034 -0.2 -0.2 0.2 1.04
Tl 1.213642 4.932671 0.685049 0.8 0.1 -0.7 1.04
As -0.692481 0.875594 -0.490981 0.9 -0.6 0.0 2.12
F 0.535503 -0.011456 0.378976 -0.4 0.3 0.0 -0.43
F 0.029284 2.414934 -0.049955 -0.3 -0.4 -0.2 -0.49
F -1.935991 1.708240 -1.417994 0.0 0.1 0.1 -0.61
F -1.434251 -0.665574 -0.908471 0.1 0.6 0.0 -0.53
F -1.691992 0.968777 0.932304 0.1 0.1 -0.3 -0.37
F 0.314882 0.802192 -1.915226 -0.6 0.1 0.3 -0.54
C -0.189574 2.656807 5.574367 -0.6 0.0 0.1 -0.57
O 0.223906 3.108061 4.274696 0.1 0.7 -1.2 -0.33
C -0.652483 3.527202 3.365723 0.3 -0.9 2.1 0.94
O -0.315448 4.047518 2.330316 -0.3 0.1 -0.2 -0.51
O -1.907183 3.310239 3.732301 -0.1 -0.4 -0.3 -0.34
C -2.889413 3.817911 2.824883 0.1 0.4 -0.2 -0.49
H 0.610621 2.887402 6.269414 0.2 -0.1 -0.2 0.32
H -0.388844 1.586534 5.513757 0.1 0.1 0.2 0.17
H -1.083053 3.198516 5.881334 0.0 -0.2 0.1 0.33
H -2.713063 4.892268 2.790994 -0.6 0.1 -0.2 0.46
H -3.876494 3.544215 3.183939 0.1 0.1 0.4 0.07
H -2.779046 3.384612 1.834706 0.3 -0.1 -0.1 0.02
C 3.422525 0.277868 -0.987239 -1.1 -0.4 0.3 -0.35
O 4.276702 1.339686 -1.384413 0.6 -0.2 -0.4 -0.38
C 3.892763 2.585003 -1.190592 0.9 0.5 -1.3 0.60
O 3.009158 2.962770 -0.464880 -0.8 -0.2 0.8 -0.35
O 4.562437 3.449023 -1.938260 -0.6 0.4 0.5 -0.22
C 5.743874 3.115499 -2.679430 0.3 -0.8 0.7 -0.72
H 2.958156 0.551938 -0.041236 0.0 -0.4 0.1 0.31
H 3.960984 -0.662732 -0.936827 0.5 0.4 0.2 0.22
H 2.626360 0.116973 -1.722029 0.1 0.4 0.0 0.15
H 6.502126 2.785563 -1.963918 0.1 0.2 -0.2 0.33
H 6.039184 4.046232 -3.148003 0.0 -0.2 -0.2 0.25
H 5.568424 2.277344 -3.353131 -0.1 0.3 -0.3 0.31
C -2.139824 -0.073295 3.681824 0.4 0.6 1.2 -0.59
O -2.480604 -1.417543 4.057473 -0.6 0.2 -1.5 -0.28
C -1.859509 -1.961519 5.066004 1.1 0.1 1.7 0.82
O -1.242628 -1.403333 5.949536 -0.2 0.1 -0.6 -0.52
O -2.012136 -3.273497 5.011103 -1.1 -1.0 -0.8 -0.22
C -1.502797 -4.125669 6.009849 1.8 0.3 0.5 -0.64
H -1.133711 -0.036886 3.265902 0.0 -0.2 -0.2 0.42
H -2.140546 0.547520 4.577714 -0.1 0.0 0.0 0.53
H -2.863010 0.342699 2.992358 -0.2 -0.6 -0.1 -0.24
H -0.402051 -4.155118 5.924206 0.0 0.2 -0.1 0.26
H -1.795019 -5.161202 5.882308 -0.8 0.3 -0.2 0.31
H -1.653114 -3.714141 7.008295 -0.4 -0.1 0.0 0.36
C -0.965737 -0.789828 -8.770069 0.6 0.3 -0.1 -0.64
O -1.590251 -1.082986 -7.514415 -0.8 0.1 0.0 -0.27
C -1.407617 -0.263537 -6.495174 0.7 -0.1 -0.2 0.88
O -0.425399 0.438301 -6.372327 0.1 0.3 0.1 -0.46
O -2.372903 -0.378471 -5.629013 -0.9 0.0 -0.1 -0.34
C -2.266877 0.319629 -4.378041 0.5 -0.9 0.4 -0.21
H -1.694709 -0.914416 -9.569121 -0.1 -0.3 0.2 0.27
H -0.131878 -1.484905 -8.875875 -0.1 0.0 -0.2 0.29
H -0.603109 0.236054 -8.788938 0.1 -0.1 0.1 0.36
H -3.273345 0.526409 -4.026623 0.0 0.2 -0.3 0.23
H -1.609608 1.180547 -4.449680 -0.2 0.1 0.0 0.18
H -1.834276 -0.416863 -3.698387 0.1 0.3 0.3 0.09
C 1.648666 3.201114 -4.070387 -1.1 -0.5 -0.2 -0.36
O 2.118034 4.517144 -4.330163 0.4 0.6 0.6 -0.33
C 2.126546 5.395176 -3.316554 0.5 -0.7 -1.0 0.74
O 1.791563 5.122121 -2.190947 -0.3 0.0 0.7 -0.41
O 2.601244 6.565540 -3.659396 -0.2 0.1 0.2 -0.30
C 2.441356 7.051878 -5.001779 -0.9 0.8 -0.3 -0.70
H 1.629063 2.886618 -3.028404 0.4 0.4 0.1 -0.09
H 2.244559 2.508866 -4.657102 0.0 0.1 -0.1 0.28
H 0.607027 3.190351 -4.409530 0.2 -0.3 -0.1 0.34
H 3.306876 6.908381 -5.640060 0.2 -0.1 0.3 0.30
H 2.192434 8.101990 -4.852358 0.5 0.1 -0.2 0.30
H 1.556793 6.653700 -5.501871 0.2 -0.5 0.2 0.33
C -1.342682 -2.971367 1.323074 -0.3 0.5 -0.3 -0.23
O -0.837928 -3.672489 2.442879 0.4 0.3 -0.3 -0.03
C -0.211994 -4.832484 2.264470 -0.1 -0.6 0.4 0.47
O -0.094106 -5.443520 1.227012 0.1 0.6 0.1 -0.50
O 0.228644 -5.195430 3.453594 0.1 -0.1 0.2 -0.16
C 0.979549 -6.413589 3.531196 0.5 -0.9 0.4 -0.77
H -1.677800 -3.622527 0.516167 -0.3 -0.1 0.3 0.45
H -0.609353 -2.289655 0.875984 0.3 -0.1 0.3 0.21
H -2.111144 -2.343862 1.778650 -0.2 -0.1 -0.4 -0.26
H 1.718130 -6.454617 2.735003 -0.2 -0.1 -0.1 0.35
H 0.343734 -7.298663 3.556550 -0.2 0.2 -0.5 0.35
H 1.504569 -6.458085 4.484395 -0.1 0.6 0.0 0.27
C 1.730104 -3.160797 -1.162770 -0.3 0.0 0.4 -0.02
O 1.609842 -3.382901 -2.572665 0.7 -0.3 -0.4 -0.33
C 0.442578 -3.517302 -3.117969 -1.0 -0.4 -0.4 0.79
O 0.240134 -3.591611 -4.319720 0.6 0.3 0.2 -0.44
O -0.544890 -3.628517 -2.250272 -0.3 0.3 0.8 -0.19
C -1.906059 -3.578105 -2.677271 -0.9 -0.2 -0.4 -0.64
H 1.205592 -2.231720 -0.929625 0.4 0.2 0.2 -0.05
H 2.798275 -3.162267 -0.970213 0.0 0.4 0.0 0.12
H 1.268018 -3.936494 -0.543333 -0.1 -0.2 -0.4 0.35
H -2.325545 -4.582406 -2.644962 0.2 -0.1 -0.1 0.29
H -2.017922 -3.163411 -3.675953 0.2 -0.1 0.0 0.42
H -2.488894 -2.962211 -1.993385 0.4 0.1 0.3 0.12
C -4.537568 -0.464231 0.693588 -0.5 -0.5 -0.4 -0.19
O -5.117292 0.058477 1.901584 0.4 -0.2 -0.5 -0.30
C -5.621970 1.274516 1.820414 0.7 0.6 1.5 0.83
O -5.396116 2.091995 0.956429 -0.1 0.3 -1.0 -0.49
O -6.248472 1.536485 2.958272 0.0 -0.1 -0.5 -0.31
C -6.945305 2.791463 3.025402 -0.5 0.0 -0.1 -0.69
H -4.177810 0.288569 -0.000679 -0.2 0.3 0.2 0.26
H -5.336552 -1.050948 0.239856 0.2 0.0 -0.3 0.49
H -3.695943 -1.116469 0.906055 -0.1 0.1 0.5 -0.31
H -7.605504 2.658094 3.876329 0.0 0.3 0.0 0.25
H -7.511738 2.954275 2.109533 -0.1 -0.1 0.1 0.33
H -6.291846 3.653356 3.158878 0.2 -0.2 0.2 0.27
C 2.512989 -2.698873 2.483862 -2.0 0.5 0.0 -0.11
O 3.837971 -2.495849 2.922865 0.1 -0.2 -0.7 -0.33
C 4.723512 -2.359468 1.947875 1.5 0.0 0.5 0.75
O 4.491921 -2.239418 0.769273 -0.7 -0.1 -0.5 -0.48
O 5.954558 -2.355603 2.451325 -1.0 -0.6 -0.1 -0.35
C 7.036096 -2.257414 1.514363 0.5 0.7 -0.1 -0.65
H 2.146006 -2.091556 1.650203 0.8 0.5 0.0 -0.04
H 1.884170 -2.395781 3.319709 0.1 -0.4 0.1 0.31
H 2.246005 -3.708025 2.159922 0.7 -0.3 0.4 0.19
H 6.856364 -2.638933 0.511270 -0.6 -0.1 0.2 0.30
H 7.875490 -2.816271 1.918150 0.0 0.3 0.3 0.28
H 7.226191 -1.182625 1.463186 0.5 -0.2 -0.2 0.30

=====

No. 3
97
Properties=species:S:1:pos:R:3:forces:R:3:mulliken_charge:R:1 method="wB97M-V/def2-TZVPD" homo_ev=-8.597 total_energy_ha=-3485.87513 max_force_ha_per_bohr=0.0201 orbital_gap_ha=0.3038 molar_mass_g_mol=691.8 lumo_energy_ev=-0.33
C 1.731218 -0.501199 0.900748 0.3 0.2 0.2 -1.09
C 2.843550 -1.105045 0.053312 0.1 -0.1 -0.1 -0.21
O 2.319677 -1.660268 -1.160867 -0.2 0.0 0.1 -0.20
B 1.466042 -2.706703 -1.126820 0.1 -0.4 -0.1 0.47
O 1.531680 -3.680323 -0.137160 0.1 0.7 0.5 -0.69
C 0.391216 -2.811117 -2.281065 0.1 0.0 -0.2 1.36
C 0.618230 -2.554557 -3.578499 0.0 0.1 0.5 -0.14
C 1.930763 -2.181391 -4.188224 0.3 -0.2 -0.3 -0.38
C 2.018954 -0.680903 -4.457084 -0.3 -0.2 -0.3 0.25
O 1.641574 0.131155 -3.641687 -0.2 0.1 0.0 -0.59
N 2.477235 -0.296742 -5.715547 0.8 0.2 0.6 0.03
C 3.665416 -0.995703 -6.228573 -0.2 0.1 -0.3 -1.05
C 2.667721 1.153012 -5.807146 0.0 -0.1 -0.4 -0.87
C -0.529074 -2.675815 -4.539161 0.1 0.0 0.0 -0.09
O -0.391110 -3.040865 -5.679759 0.0 0.2 -0.2 -0.60
C -1.867161 -2.316091 -3.966805 -0.3 -0.1 0.3 0.42
O -2.742264 -1.772579 -4.831741 0.3 0.1 -0.2 -0.45
C -3.497373 -0.660298 -4.333501 -0.3 0.1 0.1 -1.28
C -2.629269 0.537527 -3.918056 0.0 0.4 0.1 2.05
C -2.713435 0.839285 -2.415767 0.1 0.1 0.0 -1.72
C -3.018953 1.794381 -4.732917 0.3 -0.2 0.3 -1.56
C -1.912492 2.866573 -4.801350 0.0 0.3 -0.2 1.23
C -1.467988 3.077940 -6.255443 0.2 -0.1 0.2 -1.86
C -2.337553 4.212835 -4.191059 0.1 -0.2 0.2 -1.69
C -2.095464 -2.605435 -2.681986 -0.1 0.2 -0.2 -0.64
C -1.002764 -3.205353 -1.895205 0.0 -0.1 0.0 -0.45
O -1.225420 -3.964509 -0.971108 -0.1 0.3 0.2 -0.66
H 2.118440 0.338065 1.483323 0.0 -0.1 0.0 0.31
H 0.943757 -0.089266 0.268982 0.0 -0.1 0.0 0.32
H 1.317054 -1.215489 1.615751 -0.1 0.0 -0.2 0.28
H 3.387693 -1.875776 0.606226 0.0 0.0 0.0 0.17
H 3.547088 -0.331615 -0.255263 0.0 -0.1 -0.1 0.33
H 0.800226 -3.655131 0.492397 -0.1 -0.4 -0.4 0.31
H 2.777341 -2.471543 -3.560996 -0.1 0.0 0.1 0.24
H 2.021438 -2.726288 -5.128067 -0.1 0.0 0.0 0.86
H 3.587595 -2.072025 -6.125477 0.0 0.0 0.1 0.39
H 3.772747 -0.774386 -7.292358 0.0 0.0 0.1 0.39
H 4.570440 -0.647826 -5.717184 0.0 -0.1 0.0 0.33
H 1.748811 1.675554 -5.561703 0.0 0.0 0.1 0.13
H 3.462289 1.492551 -5.133106 -0.1 0.0 0.0 0.35
H 2.956218 1.395731 -6.832323 -0.1 0.0 0.1 0.37
H -4.146863 -0.383101 -5.164650 0.1 -0.1 0.0 0.48
H -4.155738 -0.982760 -3.517770 0.1 0.0 0.0 0.33
H -1.575606 0.331573 -4.140195 -0.1 -0.3 -0.1 -0.35
H -2.613293 -0.060640 -1.807769 0.0 0.0 0.0 0.44
H -1.911680 1.518032 -2.111701 -0.1 0.0 0.0 0.32
H -3.661452 1.324331 -2.165746 0.0 -0.1 0.0 0.42
H -3.907848 2.221749 -4.257267 -0.1 0.0 -0.3 0.38
H -3.273105 1.481004 -5.747985 -0.1 0.1 0.0 0.53
H -1.037725 2.513974 -4.243965 -0.1 -0.1 0.1 0.08
H -2.335944 3.289336 -6.884932 0.1 0.1 0.0 0.47
H -0.763432 3.909790 -6.334480 0.0 0.0 0.0 0.44
H -0.967566 2.184736 -6.640750 -0.1 0.0 -0.1 0.35
H -2.856247 4.833126 -4.926071 -0.1 0.0 0.1 0.37
H -2.991817 4.065865 -3.327453 0.0 0.1 -0.1 0.41
H -1.463325 4.765837 -3.837526 -0.1 0.0 -0.1 0.38
H -3.050160 -2.430603 -2.200903 0.0 -0.2 0.0 0.60
C 1.440058 3.912215 3.410985 0.0 0.1 0.0 -0.97
S 0.575080 2.337398 3.387300 0.0 0.0 0.0 0.51
O 0.093602 2.138434 1.992351 0.0 0.0 0.0 -0.58
C -0.830928 2.876031 4.355865 0.0 0.0 0.1 -0.93
H 2.342888 3.801396 2.814064 0.0 0.0 0.0 0.32
H 0.798149 4.678697 2.977322 0.0 0.0 0.0 0.30
H 1.703659 4.163102 4.438277 0.0 0.0 0.0 0.35
H -1.311892 3.718167 3.859507 0.0 0.0 0.0 0.36
H -0.509641 3.155145 5.357923 0.0 0.0 0.0 0.41
H -1.525640 2.042679 4.424196 0.0 0.0 0.0 0.23
C -3.923711 1.112809 7.602207 -0.1 0.0 0.0 -0.87
S -3.987771 2.319121 6.279697 0.0 0.0 -0.1 0.55
O -2.976684 3.366131 6.587454 0.0 0.0 0.0 -0.60
C -5.586962 3.016300 6.707827 -0.1 0.0 0.0 -0.99
H -2.971729 0.593119 7.539091 0.1 0.0 0.0 0.21
H -3.991791 1.627572 8.560460 0.0 0.0 0.0 0.29
H -4.748823 0.410107 7.475857 0.0 0.0 0.0 0.45
H -5.546818 3.400813 7.726815 0.0 0.0 0.0 0.29
H -6.353431 2.247368 6.612329 0.0 0.0 0.0 0.36
H -5.789715 3.827050 6.011658 0.0 0.0 0.0 0.34
C -0.049638 1.219094 11.140575 0.0 0.0 0.1 -0.94
S -0.192891 -0.083130 9.913524 0.0 0.0 0.0 0.43
O -0.960976 0.495618 8.778817 0.0 -0.1 0.0 -0.52
C -1.343243 -1.101616 10.844202 0.0 0.0 0.1 -0.95
H 0.596965 1.988018 10.723951 0.0 0.0 0.0 0.31
H -1.036960 1.633600 11.342365 0.0 0.0 0.0 0.29
H 0.396307 0.813197 12.048513 0.0 0.0 0.0 0.38
H -2.236797 -0.520324 11.071134 0.0 0.0 0.0 0.29
H -0.862680 -1.447389 11.759210 0.0 0.0 0.0 0.39
H -1.601442 -1.954735 10.220553 0.0 0.0 0.0 0.31
C 6.761455 -5.215059 -2.134011 0.1 0.0 0.0 -1.01
S 4.967009 -5.201829 -2.224920 -0.1 0.0 0.1 0.37
O 4.588862 -4.043192 -3.079187 0.0 0.1 -0.1 -0.52
C 4.690100 -4.694952 -0.526227 0.0 0.0 0.0 -0.66
H 7.140740 -5.471647 -3.120835 0.0 0.0 0.0 0.34
H 7.116274 -4.226271 -1.843627 0.0 0.0 0.0 0.30
H 7.074881 -5.968111 -1.411355 0.0 0.0 0.0 0.39
H 5.196981 -3.745166 -0.353188 0.0 0.0 0.0 0.25
H 5.067584 -5.466236 0.145584 0.0 0.0 0.0 0.50
H 3.617278 -4.576145 -0.384829 0.0 0.0 0.0 0.01